Record 1
A single C10H7ClN2OS molecule, computed with ωB97M-V with the def2-TZVPD basis set.

E_tot ... -1428.4077 Eh
LUMO energy ... 0.6421 eV
Highest occupied orbital energy ... -8.51 eV
Orbital gap ... 9.1 eV

Atoms and positions in Å:
O 2.62 -0.21 -2.30
C 1.72 -0.15 -1.49
N 0.48 0.30 -1.87
C -0.63 0.60 -1.10
C -1.82 0.97 -1.73
C -2.92 1.26 -0.94
C -2.79 1.18 0.44
C -1.57 0.82 0.96
N -0.51 0.53 0.22
C 1.85 -0.58 -0.08
C 1.45 -1.77 0.46
C 1.79 -1.90 1.82
C 2.46 -0.81 2.29
Cl 3.04 -0.57 3.88
S 2.70 0.39 1.07
H 0.41 0.51 -2.86
H -1.88 1.02 -2.81
H -3.85 1.55 -1.40
H -3.63 1.41 1.08
H -1.40 0.75 2.03
H 0.92 -2.52 -0.09
H 1.56 -2.76 2.42

Results of the Löwdin charge analysis, in e, for atoms 1 through 5:
1 O 0.094
2 C -0.482
3 N 0.157
4 C -0.295
5 C -0.011

Record 2
A single C4H5NO molecule, computed with ωB97M-V with the def2-TZVPD basis set.

E_tot ... -285.3383 Eh
Relative energy (zero: lowest compared OMol25 entry of this formula, charge and spin) ... 200.3 kJ/mol
LUMO energy ... 1.0028 eV
Highest occupied orbital energy ... -9.13 eV
Orbital gap ... 10.1 eV

Atoms and positions in Å:
C 0.60 -0.85 1.30
C 0.17 -0.36 -0.02
C -0.91 0.46 0.08
O -0.94 1.23 -1.03
C 0.04 0.72 -1.79
N 0.72 -0.26 -1.28
H -0.29 -0.25 1.76
H 1.35 -0.22 1.77
H 0.92 -1.91 1.39
H -1.85 0.24 0.56
H 0.19 1.21 -2.74

Results of the Löwdin charge analysis, in e, for atoms 1 through 5:
1 C -0.043
2 C -0.360
3 C -0.117
4 O 0.041
5 C -0.197

Record 3
C54H45BiN5O3P as an isolated structure, computed with ωB97M-V with the def2-TZVPD basis set.

E_tot ... -3139.5408 Eh
Relative energy (zero: lowest compared OMol25 entry of this formula, charge and spin) ... 0.0 kJ/mol
LUMO energy ... -6.6703 eV
Charge ... +2
Highest occupied orbital energy ... -11.78 eV
Orbital gap ... 5.1 eV

Atoms and positions in Å:
Bi 12.64 1.88 16.88
C 11.43 0.98 12.34
O 12.59 0.25 12.86
C 13.14 0.98 13.90
N 12.57 2.11 14.19
C 11.54 2.38 13.07
C 11.75 3.53 12.13
C 12.68 3.50 11.06
C 12.68 4.56 10.15
C 11.90 5.68 10.35
C 11.05 5.75 11.43
C 10.98 4.65 12.31
C 14.30 0.31 14.53
C 14.82 -0.86 13.97
C 15.91 -1.47 14.63
C 16.39 -0.94 15.80
C 15.72 0.15 16.41
N 14.73 0.78 15.77
C 16.19 0.64 17.75
N 15.69 1.61 18.45
C 16.53 1.73 19.70
C 17.41 0.43 19.72
O 17.17 -0.14 18.33
C 17.24 3.07 19.81
C 18.35 3.15 20.66
C 19.02 4.37 20.84
C 18.71 5.48 20.04
C 17.60 5.42 19.23
C 16.85 4.23 19.10
H 10.53 0.43 12.68
H 11.42 1.11 11.24
H 10.58 2.57 13.59
H 13.44 2.73 10.96
H 13.38 4.52 9.31
H 11.90 6.53 9.69
H 10.61 6.69 11.71
H 10.34 4.72 13.16
H 14.44 -1.24 13.01
H 16.49 -2.31 14.25
H 17.26 -1.33 16.33
H 15.87 1.65 20.56
H 17.02 -0.29 20.43
H 18.50 0.66 19.81
H 18.76 2.28 21.19
H 19.82 4.46 21.56
H 19.40 6.34 20.12
H 17.23 6.31 18.76
H 16.05 4.21 18.31
O 13.05 2.06 19.71
N 11.89 1.20 19.88
C 11.09 1.61 20.84
C 9.81 0.91 20.90
C 8.91 1.03 21.99
C 7.76 0.22 22.01
C 7.52 -0.71 21.00
C 8.48 -0.91 19.98
C 9.65 -0.11 19.92
P 11.01 -0.30 18.69
C 10.03 -1.13 17.39
C 8.83 -0.52 17.01
C 8.11 -1.04 15.94
C 8.57 -2.19 15.30
C 9.79 -2.76 15.64
C 10.47 -2.30 16.75
C 12.08 -1.64 19.29
C 13.49 -1.52 19.35
C 14.22 -2.48 20.04
C 13.55 -3.51 20.68
C 12.16 -3.54 20.71
C 11.40 -2.63 19.96
H 13.81 1.46 19.79
H 11.31 2.41 21.53
H 9.11 1.76 22.80
H 7.08 0.37 22.89
H 6.62 -1.35 21.05
H 8.42 -1.67 19.22
H 8.55 0.38 17.56
H 7.17 -0.58 15.66
H 8.08 -2.54 14.40
H 10.23 -3.61 15.03
H 11.31 -2.82 17.17
H 13.94 -0.72 18.82
H 15.34 -2.52 19.94
H 14.12 -4.36 21.12
H 11.60 -4.29 21.34
H 10.35 -2.79 19.86
N 10.91 3.34 18.10
C 10.24 4.14 17.14
C 8.96 3.88 16.69
C 8.39 4.75 15.75
C 9.03 5.89 15.34
C 10.33 6.18 15.84
C 11.04 5.22 16.55
C 12.48 5.26 16.55
C 13.10 6.55 16.34
C 14.49 6.69 16.09
C 15.23 5.49 15.92
C 14.61 4.21 16.10
C 13.31 4.08 16.49
H 11.41 3.92 18.78
H 10.29 2.71 18.55
H 8.45 3.00 17.06
H 7.37 4.55 15.42
H 8.64 6.54 14.57
H 10.79 7.16 15.60
H 12.49 7.48 16.41
H 14.92 7.70 16.15
H 16.33 5.59 15.80
H 15.25 3.29 15.87

Results of the Löwdin charge analysis, in e, for atoms 1 through 5:
1 Bi 1.901
2 C -0.030
3 O -0.020
4 C -0.329
5 N 0.089

The lowest LUMO energy belongs to which entry?
C54H45BiN5O3P